This record from the OMol25 dataset describes 22 unconnected molecules or ions with the total composition C54H160N20O22 at a distorted geometry. The level of theory is wB97M-V/def2-TZVPD.

Atoms and positions in Å:
C 2.000270 0.021801 -1.743318
C 1.215690 -0.459274 -0.541540
C 0.792984 0.706621 0.367117
O 0.055195 0.303528 1.504145
C -0.108683 1.249165 2.564823
N 0.147666 -1.328406 -0.991393
H 2.237294 -0.796681 -2.423020
H 2.889318 0.617144 -1.535348
H 1.200288 0.572444 -2.238205
H 1.900856 -1.015840 0.097894
H 0.172282 1.394240 -0.207355
H 1.604358 1.415528 0.532153
H 0.820852 1.764901 2.805838
H -0.342735 0.641436 3.438884
H -0.900978 1.954857 2.315094
H -0.711840 -0.798983 -0.958770
H 0.025517 -1.959280 -0.212172
C 0.370703 -3.370794 2.611991
C -1.084562 -3.675881 3.087576
C -1.257208 -4.637072 4.234477
O -0.630271 -5.917167 4.105233
C -1.099818 -6.737271 3.023206
N -1.739395 -2.432234 3.315413
H 1.038203 -3.072695 3.420507
H 0.401543 -2.515526 1.936961
H 0.721177 -4.235131 2.047917
H -1.424982 -4.131105 2.157523
H -2.266441 -4.680735 4.643933
H -0.751798 -4.182682 5.086648
H -0.754679 -7.764480 3.140783
H -0.534174 -6.415336 2.148851
H -2.171166 -6.745457 2.822579
H -1.349906 -1.786373 2.643652
H -2.661344 -2.468716 2.904586
C -1.886498 4.660872 2.929406
C -1.173147 6.073375 2.556018
C -0.196591 5.853333 1.314694
O 0.773693 5.032081 1.866530
C 1.776075 4.684463 0.850663
N -2.282892 6.849815 2.039205
H -2.244444 4.129144 2.047802
H -2.757963 4.623188 3.583030
H -1.162755 4.143434 3.559137
H -0.682759 6.558154 3.400181
H 0.247720 6.813311 1.051767
H -0.614039 5.400189 0.415533
H 1.548445 3.886971 0.143338
H 2.606162 4.380030 1.488140
H 2.254200 5.531108 0.358037
H -2.811379 7.118563 2.856868
H -2.909621 6.171292 1.630632
C 3.850014 -3.432987 6.742255
C 2.614480 -2.858375 7.520913
C 1.319895 -3.097916 6.821551
O 0.323746 -2.302612 7.436339
C -1.023346 -2.629049 7.268923
N 2.662652 -3.242582 8.924976
H 4.749403 -3.328675 7.349144
H 3.851214 -3.043521 5.724207
H 3.714508 -4.470296 6.436087
H 2.622634 -1.768536 7.537642
H 1.168223 -4.100854 6.422538
H 1.372161 -2.658296 5.825514
H -1.475798 -2.136930 6.407991
H -1.434410 -2.306337 8.225473
H -1.065399 -3.717593 7.306714
H 1.786553 -3.043811 9.386541
H 2.513900 -4.218531 8.711675
C 0.035238 -4.812989 -9.171011
C -0.274043 -4.099875 -7.836078
C 0.845493 -4.494682 -6.837441
O 0.919007 -5.941545 -6.617961
C 1.850466 -6.329948 -5.621746
N -0.218201 -2.701325 -8.235583
H 1.099578 -4.857015 -9.401991
H -0.565563 -4.453257 -10.006298
H -0.285006 -5.837209 -8.979913
H -1.290568 -4.206959 -7.457511
H 0.747503 -3.918871 -5.917144
H 1.812411 -4.096684 -7.145275
H 1.274588 -6.293296 -4.697013
H 2.686638 -5.639692 -5.510175
H 2.236227 -7.327719 -5.830898
H 0.199560 -2.129437 -7.515507
H -1.196290 -2.450687 -8.260551
C -3.060125 0.898741 0.119567
C -4.556719 0.686548 0.578843
C -4.616341 0.728717 2.116856
O -4.326218 -0.530016 2.636684
C -4.484843 -0.657037 4.006927
N -5.359420 1.744659 -0.000562
H -2.760380 1.933984 0.282440
H -3.132746 0.818675 -0.965060
H -2.393577 0.092784 0.426545
H -4.912433 -0.241748 0.131795
H -5.645127 1.004501 2.348456
H -3.935184 1.504916 2.465630
H -4.342106 -1.675838 4.367169
H -5.507398 -0.413928 4.295674
H -3.857635 -0.004287 4.614063
H -5.606830 1.443022 -0.932178
H -6.141692 1.605406 0.622946
C -6.468012 5.104375 3.189421
C -6.393575 4.837501 1.684706
C -7.289509 5.826323 0.980061
O -7.372603 5.418850 -0.396354
C -8.429627 6.043096 -1.133988
N -5.066675 4.858884 1.148464
H -7.435537 4.787742 3.578966
H -6.310954 6.133339 3.512942
H -5.601633 4.532684 3.522069
H -6.772249 3.885827 1.311848
H -6.900843 6.841063 1.065697
H -8.296804 5.709579 1.379848
H -8.305670 7.104015 -0.916756
H -9.405167 5.743148 -0.751283
H -8.376564 5.838584 -2.203320
H -4.683827 3.927090 1.221136
H -5.287048 4.861114 0.162799
C 5.275903 2.296117 -1.148016
C 6.438817 3.408183 -1.089758
C 6.795609 3.946057 0.297248
O 5.740655 4.652106 1.020599
C 6.097178 5.243697 2.196760
N 7.546015 2.892863 -2.008182
H 4.362773 2.777183 -0.797499
H 5.446207 1.501149 -0.421976
H 5.020851 1.765653 -2.065441
H 6.017168 4.321409 -1.509686
H 7.674181 4.589464 0.250020
H 7.215727 3.131815 0.887677
H 5.166497 5.291013 2.762179
H 6.660432 6.160085 2.020456
H 6.802424 4.711027 2.834716
H 7.282445 2.905191 -2.983104
H 8.357942 3.492108 -1.966033
C -7.003120 3.024785 -4.043469
C -5.759115 2.120783 -4.006058
O -4.747486 2.557122 -3.163290
H -7.564568 2.982129 -3.110165
H -7.641371 2.692209 -4.862082
H -6.825972 4.100274 -4.036778
H -5.347867 1.803355 -4.964294
H -6.060030 1.148764 -3.615259
H -3.991814 1.988028 -3.326684
C 4.820789 -2.142496 1.198028
C 4.588519 -2.558969 2.655504
O 5.813767 -2.539356 3.396302
H 5.173799 -1.122933 1.043194
H 3.901494 -2.297585 0.633265
H 5.616887 -2.720377 0.728575
H 4.191347 -3.566026 2.782724
H 3.796426 -1.985433 3.136916
H 5.951877 -1.604725 3.566597
C 2.989980 -5.235095 -0.840776
C 1.807922 -4.566308 -1.547170
O 2.317401 -3.362426 -2.057968
H 2.675759 -6.268576 -0.694887
H 3.317837 -4.688166 0.043234
H 3.829344 -5.330080 -1.529642
H 0.898462 -4.355603 -0.984503
H 1.456465 -5.155441 -2.394237
H 1.700199 -2.727820 -1.686550
C -2.605604 0.539463 -7.771192
C -2.305478 1.403709 -6.583908
O -2.781064 0.848314 -5.339027
H -2.014716 0.890953 -8.617008
H -3.677682 0.425956 -7.932039
H -2.351836 -0.493766 -7.534238
H -2.774937 2.380073 -6.703986
H -1.224959 1.537275 -6.531520
H -2.447367 -0.049392 -5.273037
C -0.666536 1.217208 6.683769
C -0.505333 0.753668 8.109482
O -0.666084 1.761293 9.020098
H -1.693298 1.506798 6.460176
H -0.461529 0.398083 5.994503
H 0.063557 2.013832 6.540723
H 0.410374 0.199574 8.315821
H -1.330376 0.074126 8.323079
H -0.374515 1.290122 9.804055
C -1.814004 -3.807885 -4.176429
C -2.040123 -2.332635 -4.348577
O -0.803478 -1.786900 -3.788349
H -1.722283 -4.114136 -3.134368
H -0.915815 -4.222409 -4.634165
H -2.713379 -4.216830 -4.636841
H -2.873209 -1.946238 -3.761408
H -2.072295 -2.002605 -5.386913
H -0.731089 -2.196316 -2.923060
C 5.310564 2.083000 4.442224
C 6.241995 1.563390 3.358588
O 6.644120 0.290411 3.720700
H 5.682019 1.897932 5.450128
H 4.419445 1.457809 4.498373
H 5.015634 3.131051 4.390169
H 7.083265 2.256319 3.372992
H 5.971088 1.486949 2.305557
H 7.151430 0.252496 4.534834
C -0.166276 -8.167556 -0.732885
C -1.299842 -7.197564 -0.892769
O -1.492677 -7.083504 -2.303238
H -0.385295 -9.168796 -1.103910
H 0.078220 -8.231679 0.327402
H 0.723972 -7.843725 -1.272044
H -1.147656 -6.226559 -0.421509
H -2.187315 -7.618803 -0.420487
H -2.334127 -6.645705 -2.451228
C -1.365693 5.309264 7.602329
O -1.558589 6.459320 7.258360
N -0.304706 4.667187 7.189806
N -2.201273 4.501185 8.279971
H -0.150113 3.734005 7.543901
H 0.183789 5.096782 6.417200
H -1.992250 3.519800 8.395245
H -3.075911 4.794677 8.691031
C -2.830782 -3.383013 -0.476021
O -1.695763 -3.612286 -0.211870
N -3.861830 -3.869647 0.200041
N -3.225382 -2.555924 -1.366899
H -3.631953 -4.590439 0.869161
H -4.814751 -3.599879 0.001890
H -4.230718 -2.521971 -1.457713
H -2.569582 -2.187915 -2.041128
C -0.509573 3.700934 -3.849528
O 0.313850 3.208830 -4.639547
N -0.364285 4.840491 -3.181670
N -1.738615 3.191876 -3.690171
H 0.521678 5.323365 -3.136791
H -1.227234 5.137481 -2.748982
H -1.975399 2.484773 -4.371371
H -2.424054 3.798367 -3.263027
C 6.189917 3.025937 -5.643083
O 6.740943 3.655398 -4.723534
N 5.242056 2.130773 -5.346277
N 6.367143 3.140675 -6.875706
H 5.260575 1.220660 -5.783842
H 5.135045 2.053359 -4.344948
H 7.107084 3.692674 -7.285437
H 5.866812 2.447282 -7.413264
C 4.416353 -2.137789 -4.660878
O 5.098806 -1.523458 -5.487064
N 3.213161 -2.542644 -4.767742
N 4.881415 -2.612941 -3.497208
H 2.609059 -2.216842 -5.508693
H 2.780820 -3.029991 -3.995930
H 4.191778 -2.896888 -2.816109
H 5.842483 -2.526979 -3.198808
C 1.304237 0.151084 -5.984835
O 1.289319 -0.988959 -6.490248
N 1.976326 1.156272 -6.499296
N 0.811591 0.486346 -4.829445
H 1.905603 2.065699 -6.065658
H 2.655707 1.027046 -7.235398
H 0.980976 1.422281 -4.489713
H 0.157840 -0.096301 -4.326215

Force components x, y, z for each atom (eV/Å):
C -1.0 0.3 -0.2
C 1.8 0.5 1.3
C -0.9 1.0 -0.9
O 0.8 -0.6 0.1
C 0.3 -0.7 -0.4
N -0.1 -0.4 0.9
H 0.2 0.0 0.2
H -0.2 0.1 0.1
H 0.6 0.7 -0.7
H 0.0 -0.6 0.1
H -0.8 0.0 -0.6
H 0.8 -0.6 0.9
H 0.1 0.2 -0.3
H -0.4 0.2 0.0
H 0.0 0.1 0.2
H -0.4 0.3 -0.3
H -0.5 -0.6 0.0
C -0.2 -0.4 0.7
C 1.5 -0.7 -2.3
C 1.3 0.1 1.1
O -1.1 -0.2 -0.2
C 1.3 0.5 -0.2
N -1.0 1.2 0.0
H 0.2 -0.4 0.2
H -0.4 0.0 -0.2
H 0.5 0.0 0.3
H -0.7 -0.3 0.0
H -0.6 -0.4 -0.7
H 0.4 0.0 0.0
H -0.2 0.0 0.7
H -0.4 0.2 -0.5
H -0.1 0.3 0.3
H 0.5 0.5 0.2
H -0.7 -0.2 0.5
C 2.0 0.6 1.1
C -2.2 -2.4 -2.4
C -0.7 0.6 2.7
O 2.0 -1.2 -2.2
C 0.9 0.2 2.4
N -0.3 1.2 0.3
H 0.7 -0.1 -0.3
H -0.2 1.2 0.1
H 0.2 -0.9 -0.6
H 0.1 -0.2 -0.2
H -0.1 0.3 -0.2
H -0.7 0.0 0.1
H -0.6 0.1 0.1
H 0.1 -0.7 -0.2
H -0.8 0.5 -0.3
H -0.3 0.5 0.1
H -0.3 0.1 -0.5
C -1.7 0.1 0.0
C 1.0 1.6 -0.4
C -0.1 1.1 -2.4
O 0.9 -0.3 0.7
C 0.5 -0.6 1.3
N -0.1 -1.6 -0.7
H 0.0 0.2 -0.5
H 0.7 0.9 0.2
H -0.1 -0.6 0.9
H 0.7 0.3 -0.3
H -1.0 -0.9 1.5
H 0.8 0.5 -0.5
H -0.1 -0.3 -0.1
H -0.8 0.2 -0.3
H -0.7 -0.1 -0.6
H -0.3 0.7 0.0
H 0.5 -1.2 1.2
C -1.3 -1.8 1.1
C 1.8 -0.2 -1.5
C -0.2 -0.3 0.4
O -0.1 1.5 -1.0
C -0.7 0.6 0.2
N -0.1 0.9 0.7
H -0.1 0.4 0.1
H 0.2 0.3 0.1
H 0.2 -0.5 -0.5
H 0.1 -1.3 0.2
H -0.6 -0.3 0.7
H 0.2 -0.3 -0.8
H 0.3 -0.4 0.5
H 0.2 0.1 -0.3
H -0.2 0.0 0.0
H 0.2 0.4 0.2
H 0.0 0.7 -0.3
C -1.8 -0.7 -1.0
C 3.2 0.0 -0.3
C -0.7 -0.1 -1.2
O 0.7 -0.7 -0.6
C -0.8 0.2 1.3
N -0.1 0.0 1.2
H 0.3 -0.2 0.5
H 0.3 0.0 -0.4
H 0.2 0.4 0.5
H 0.2 -0.7 0.7
H -0.3 0.2 0.6
H 0.1 0.1 0.3
H 0.4 -0.1 -0.5
H -0.4 0.2 0.0
H 0.4 0.2 -0.2
H -0.3 0.4 -0.2
H -1.2 0.8 -0.7
C 0.5 -0.9 -0.6
C -1.3 0.6 0.0
C -0.3 -0.6 -1.2
O 0.0 -0.2 -0.5
C 0.7 0.5 1.3
N 1.0 0.7 -0.6
H 0.3 -0.3 0.3
H 0.1 0.2 -0.5
H -0.4 -0.2 1.0
H -0.8 -0.5 1.1
H -0.1 0.3 0.0
H -0.1 0.4 0.4
H -0.4 0.4 -0.6
H -0.2 -0.2 0.0
H 0.3 -0.1 0.2
H 0.2 -0.3 0.4
H 0.5 0.3 -0.7
C 0.5 1.1 1.6
C -1.5 -0.6 -2.5
C 1.1 -0.7 1.0
O 0.1 -2.2 -2.9
C 0.7 0.2 1.1
N -0.1 0.3 2.5
H -0.2 0.1 0.0
H 0.4 -0.1 0.1
H 0.6 0.6 -0.4
H -0.4 0.0 -0.7
H 0.0 0.6 -0.6
H -0.5 -0.4 0.6
H 0.2 0.8 0.1
H -0.6 0.7 0.1
H 0.1 -0.9 0.0
H -0.7 0.3 -0.1
H 0.1 0.2 0.2
C 0.5 0.0 0.6
C -1.1 -1.1 -0.2
O 0.8 1.1 0.7
H -0.1 -0.7 0.1
H 0.0 0.3 0.0
H 0.6 0.0 -0.9
H -0.1 0.8 -0.6
H -0.7 -0.3 0.1
H 0.2 -0.1 0.0
C -0.1 -0.4 0.1
C 0.6 -0.3 0.0
O -0.9 0.1 -0.1
H -0.3 0.3 0.5
H 0.0 0.1 -0.2
H -0.1 -0.4 0.2
H 0.2 -0.3 -0.6
H 0.1 0.7 0.1
H 0.5 0.4 0.1
C -1.1 -0.7 -0.6
C 0.9 -0.8 -0.3
O -0.4 1.2 -0.1
H 0.2 -0.1 0.9
H -0.2 -0.3 0.1
H 0.0 0.4 -0.1
H 0.2 -0.2 0.7
H 0.1 -0.4 -0.1
H 0.0 0.9 -0.5
C -0.4 -0.8 0.4
C 0.2 0.0 0.1
O -0.3 0.5 -0.2
H -0.4 -0.2 -0.2
H -0.1 0.6 -0.5
H 0.7 -0.1 -0.1
H 0.0 0.0 0.2
H 0.1 0.2 0.2
H 0.2 -0.1 0.0
C 0.5 -0.3 0.2
C -1.1 -2.3 -1.4
O 0.4 1.7 1.4
H 0.1 0.5 0.2
H 0.3 0.0 0.1
H -0.2 0.1 -0.6
H 0.3 0.0 -0.5
H 0.0 -0.7 -0.3
H -0.2 0.9 0.8
C -1.5 -0.6 -0.7
C 3.0 0.0 1.0
O -1.0 1.0 -0.5
H -0.4 0.2 0.2
H -0.2 0.5 -0.5
H 0.1 -1.1 0.2
H -0.4 0.0 -0.5
H -0.1 -0.2 0.0
H 0.7 0.1 0.4
C -1.4 -0.4 -0.1
C 0.8 1.4 1.0
O 0.5 -2.1 -0.2
H 0.8 0.2 -0.1
H -0.4 0.1 -0.5
H 0.1 0.0 -0.3
H 0.5 0.0 -0.2
H -0.9 0.2 0.3
H 0.0 0.4 0.1
C 0.6 0.0 0.6
C -0.2 -0.6 -0.6
O -0.3 0.4 0.1
H -0.3 0.1 0.0
H 0.2 -0.2 0.1
H 0.0 0.2 0.0
H 0.4 0.2 -0.1
H -0.3 -0.1 0.0
H -0.1 0.1 -0.2
C -1.6 1.1 -0.6
O -0.8 0.9 0.4
N 2.8 -1.6 -0.8
N -1.7 -0.8 1.4
H 0.5 0.3 -0.5
H 0.2 -0.4 0.4
H 0.1 0.2 0.1
H 0.4 0.4 -0.3
C -0.4 -0.6 1.8
O 3.6 -1.2 0.6
N -1.5 -1.9 2.0
N -1.5 3.1 -3.6
H -0.5 0.2 0.0
H 0.3 -0.4 0.4
H 0.5 0.7 -0.9
H -0.5 0.1 0.3
C 0.8 -0.4 -2.1
O 0.0 0.4 1.0
N 0.3 0.9 0.8
N -0.6 -0.7 0.1
H -0.4 0.0 0.0
H 0.9 0.8 0.4
H -0.5 -0.1 0.2
H -0.4 -0.7 -0.3
C 0.5 0.6 6.4
O 0.0 0.3 -0.9
N -1.9 -1.8 1.5
N 1.3 0.6 -6.5
H -0.1 -0.2 -0.1
H -0.1 -0.2 -0.1
H -0.2 -0.2 0.2
H 0.4 0.5 -0.6
C 3.9 0.8 -0.4
O -0.3 0.3 0.1
N -5.5 -0.9 -1.8
N 1.9 -0.4 2.5
H 0.0 0.2 -0.1
H -0.1 0.1 -0.2
H 0.4 -0.1 0.2
H -0.3 0.3 -0.3
C 1.0 -2.4 -0.8
O -0.3 0.4 0.2
N 1.6 2.3 -2.0
N -1.9 0.1 2.9
H 0.2 -0.1 -0.2
H -0.4 -0.2 0.2
H -0.4 -0.1 0.0
H 0.2 -0.3 -0.2

**Net charge**: 0
**Kohn-Sham gap**: 8.05 eV
**HOMO level**: -8.48 eV
**Energy**: -133433.003 eV
**Strongest force on any atom**: 0.1296 hartree/bohr